C20H20BrN3OS | ωB97M-V/def2-TZVPD

The HOMO-LUMO gap comes out at 8.1 eV. The LUMO energy comes out at -0.0329 hartree. Its relative energy (zero: lowest compared OMol25 entry of this formula, charge and spin) is 0.00 kcal per mole.

CARTESIAN COORDINATES (ANGSTROEM)
O  -3.997  -2.472  0.524
Br  -2.004  1.089  -6.865
N  -0.581  -2.296  -0.337
N  0.091  -1.818  -1.433
N  -1.141  -0.217  -4.505
S  -2.387  -1.505  -1.960
C  -2.786  -2.398  0.709
C  -1.896  -2.232  -0.467
C  -0.710  -1.340  -2.351
C  -0.714  0.346  -5.660
C  -0.243  -0.679  -3.589
C  0.662  0.441  -5.914
C  1.147  -0.608  -3.844
C  1.612  0.004  -5.007
C  2.583  2.787  -0.948
C  3.222  2.771  0.279
C  1.258  2.254  -1.091
C  2.553  2.252  1.390
C  0.595  1.710  0.041
C  1.221  1.755  1.303
C  -2.227  -2.331  2.109
C  0.486  1.217  2.556
C  -2.319  -0.952  2.703
C  0.736  -0.298  2.690
C  -1.527  -0.725  4.001
C  0.013  -0.900  3.908
H  0.975  0.916  -6.820
H  1.873  -0.977  -3.123
H  2.686  0.157  -5.239
H  3.127  3.185  -1.827
H  4.212  3.154  0.411
H  0.755  2.315  -2.053
H  2.942  2.294  2.417
H  -0.388  1.298  -0.060
H  -2.814  -3.044  2.699
H  -1.198  -2.672  2.112
H  0.851  1.709  3.484
H  -0.593  1.447  2.517
H  -1.967  -0.241  1.951
H  -3.356  -0.715  2.844
H  1.843  -0.431  2.790
H  0.417  -0.806  1.796
H  -1.734  0.320  4.279
H  -1.956  -1.363  4.799
H  0.275  -1.952  3.971
H  0.402  -0.449  4.808

Atoms 1-2, force components in eV/Å:
O 1.221 0.042 0.054
Br 0.495 -0.421 0.510

Results of the Löwdin charge analysis, in e, for atoms 1 through 5:
1 O 0.074
2 Br 0.719
3 N 0.034
4 N 0.030
5 N 0.076



C2H2N2O2 | ωB97M-V/def2-TZVPD

The HOMO-LUMO gap comes out at 9.8 eV. The LUMO energy comes out at -0.0138 hartree. Its relative energy (zero: lowest compared OMol25 entry of this formula, charge and spin) is 135.55 kcal per mole.

CARTESIAN COORDINATES (ANGSTROEM)
C  -0.565  -0.084  -1.224
C  0.632  0.147  1.274
H  -0.795  0.151  -2.315
H  1.225  -0.105  2.090
N  -0.109  -1.311  -0.903
N  0.488  1.292  0.630
O  -0.593  1.043  -0.480
O  0.158  -1.078  0.710

Atoms 1-2, force components in eV/Å:
C 2.092 -1.772 -0.306
C -2.300 -0.666 -6.513

Results of the Löwdin charge analysis, in e, for atoms 1 through 5:
1 C -0.224
2 C -0.130
3 H 0.153
4 H 0.109
5 N 0.181



C5H8Cl2F2O | ωB97M-V/def2-TZVPD

The HOMO-LUMO gap comes out at 10.6 eV. The LUMO energy comes out at 0.0249 hartree. Its relative energy (zero: lowest compared OMol25 entry of this formula, charge and spin) is 2.04 kcal per mole.

CARTESIAN COORDINATES (ANGSTROEM)
C  1.313  -0.064  1.269
C  1.339  -0.698  -1.170
C  -2.143  0.548  0.567
C  0.727  0.199  -0.198
C  -1.079  -0.260  -0.206
O  0.704  1.594  -0.419
F  -2.045  1.811  0.192
F  -1.343  -0.052  -1.536
Cl  -3.809  0.028  0.294
Cl  -1.250  -2.046  0.141
H  0.790  -0.845  1.867
H  1.152  0.826  1.944
H  2.347  -0.191  1.074
H  0.951  -0.914  -2.183
H  1.226  -1.669  -0.590
H  2.343  -0.330  -1.316
H  -2.077  0.364  1.582
H  0.855  1.698  -1.312

Atoms 1-2, force components in eV/Å:
C -2.366 1.527 -0.237
C 0.106 -2.134 -0.286

Results of the Löwdin charge analysis, in e, for atoms 1 through 5:
1 C -0.016
2 C -0.074
3 C -0.759
4 C -0.486
5 C -0.659



C11H13IN3 | ωB97M-V/def2-TZVPD

The HOMO-LUMO gap comes out at 8.4 eV. The LUMO energy comes out at -0.1205 hartree. The charge is +1. Its relative energy (zero: lowest compared OMol25 entry of this formula, charge and spin) is 2.42 kcal per mole.

CARTESIAN COORDINATES (ANGSTROEM)
C  -3.362  1.829  1.336
C  -3.804  2.487  0.151
C  -2.338  0.939  1.258
C  -3.026  2.413  -0.955
C  -1.631  0.908  0.040
C  0.944  -1.541  0.910
C  -0.249  -0.914  0.813
C  0.319  0.294  -1.149
C  1.750  -0.130  -0.980
C  2.510  0.336  0.232
C  2.979  -2.183  -0.359
N  -1.947  1.628  -0.997
N  2.110  -1.075  0.079
N  -0.492  0.145  0.004
I  4.532  0.965  0.118
H  -3.859  1.897  2.354
H  -4.693  3.232  0.073
H  -2.143  0.532  2.227
H  -3.287  2.961  -1.763
H  1.328  -2.301  1.542
H  -0.997  -1.272  1.497
H  0.436  1.213  -1.619
H  -0.240  -0.408  -2.004
H  2.421  -0.138  -1.930
H  2.112  1.006  1.059
H  3.420  -2.890  0.523
H  2.549  -2.952  -0.949
H  3.759  -1.660  -0.781

Atoms 1-2, force components in eV/Å:
C -2.251 0.331 0.224
C -1.736 1.947 1.471

Results of the Löwdin charge analysis, in e, for atoms 1 through 5:
1 C -0.053
2 C -0.051
3 C -0.020
4 C -0.123
5 C -0.298



C5H11N3 | ωB97M-V/def2-TZVPD

The HOMO-LUMO gap comes out at 8.9 eV. The LUMO energy comes out at 0.0339 hartree. Its relative energy (zero: lowest compared OMol25 entry of this formula, charge and spin) is 111.71 kcal per mole.

CARTESIAN COORDINATES (ANGSTROEM)
C  -1.467  0.101  0.340
C  -0.591  1.465  0.177
C  1.083  1.398  0.337
C  1.615  0.435  -0.507
C  -0.387  -0.952  0.997
H  -1.280  -0.561  -1.566
H  -2.706  0.282  -1.205
H  -2.426  0.543  0.816
H  -0.835  1.870  -0.876
H  -0.872  2.213  0.993
H  1.661  1.087  1.240
H  1.465  2.474  0.082
H  2.473  0.479  -1.218
H  0.506  -2.396  0.160
H  -0.869  -2.002  1.241
H  -0.108  -0.284  1.859
N  -1.939  -0.296  -0.968
N  1.480  -0.852  -0.653
N  0.670  -1.478  0.250

Atoms 1-2, force components in eV/Å:
C 1.596 1.379 -1.303
C 1.225 0.737 1.158

Results of the Löwdin charge analysis, in e, for atoms 1 through 5:
1 C -0.325
2 C -0.114
3 C -0.195
4 C -0.273
5 C -0.180



H10O5 | ωB97M-V/def2-TZVPD

The HOMO-LUMO gap comes out at 11.5 eV. The LUMO energy comes out at 0.0046 hartree. Its relative energy (zero: lowest compared OMol25 entry of this formula, charge and spin) is 46.88 kcal per mole.

CARTESIAN COORDINATES (ANGSTROEM)
H  -0.740  1.195  0.354
H  -0.723  -0.148  -0.387
H  2.249  2.695  3.488
H  0.989  1.914  3.691
H  -0.102  0.829  -4.424
H  -0.125  0.134  -3.208
H  0.610  -3.157  -0.343
H  1.181  -2.051  0.341
H  -2.555  0.440  0.392
H  -2.925  0.216  1.882
O  -0.674  0.802  -0.492
O  1.877  1.794  3.605
O  0.111  0.002  -4.144
O  1.400  -2.733  -0.292
O  -2.446  -0.124  1.099

Atoms 1-2, force components in eV/Å:
H 0.103 0.239 1.364
H 0.058 -0.072 0.367

Results of the Löwdin charge analysis, in e, for atoms 1 through 5:
1 H 0.012
2 H 0.029
3 H 0.062
4 H -0.035
5 H -0.029



Please write out number 2 again, unchanged.
C2H2N2O2 | ωB97M-V/def2-TZVPD

The HOMO-LUMO gap comes out at 9.8 eV. The LUMO energy comes out at -0.0138 hartree. Its relative energy (zero: lowest compared OMol25 entry of this formula, charge and spin) is 135.55 kcal per mole.

CARTESIAN COORDINATES (ANGSTROEM)
C  -0.565  -0.084  -1.224
C  0.632  0.147  1.274
H  -0.795  0.151  -2.315
H  1.225  -0.105  2.090
N  -0.109  -1.311  -0.903
N  0.488  1.292  0.630
O  -0.593  1.043  -0.480
O  0.158  -1.078  0.710

Atoms 1-2, force components in eV/Å:
C 2.092 -1.772 -0.306
C -2.300 -0.666 -6.513

Results of the Löwdin charge analysis, in e, for atoms 1 through 5:
1 C -0.224
2 C -0.130
3 H 0.153
4 H 0.109
5 N 0.181



Repeat the fourth record exactly.
C11H13IN3 | ωB97M-V/def2-TZVPD

The HOMO-LUMO gap comes out at 8.4 eV. The LUMO energy comes out at -0.1205 hartree. The charge is +1. Its relative energy (zero: lowest compared OMol25 entry of this formula, charge and spin) is 2.42 kcal per mole.

CARTESIAN COORDINATES (ANGSTROEM)
C  -3.362  1.829  1.336
C  -3.804  2.487  0.151
C  -2.338  0.939  1.258
C  -3.026  2.413  -0.955
C  -1.631  0.908  0.040
C  0.944  -1.541  0.910
C  -0.249  -0.914  0.813
C  0.319  0.294  -1.149
C  1.750  -0.130  -0.980
C  2.510  0.336  0.232
C  2.979  -2.183  -0.359
N  -1.947  1.628  -0.997
N  2.110  -1.075  0.079
N  -0.492  0.145  0.004
I  4.532  0.965  0.118
H  -3.859  1.897  2.354
H  -4.693  3.232  0.073
H  -2.143  0.532  2.227
H  -3.287  2.961  -1.763
H  1.328  -2.301  1.542
H  -0.997  -1.272  1.497
H  0.436  1.213  -1.619
H  -0.240  -0.408  -2.004
H  2.421  -0.138  -1.930
H  2.112  1.006  1.059
H  3.420  -2.890  0.523
H  2.549  -2.952  -0.949
H  3.759  -1.660  -0.781

Atoms 1-2, force components in eV/Å:
C -2.251 0.331 0.224
C -1.736 1.947 1.471

Results of the Löwdin charge analysis, in e, for atoms 1 through 5:
1 C -0.053
2 C -0.051
3 C -0.020
4 C -0.123
5 C -0.298